1.
Formula: C9H12Cl2Si
Source: the OMol25 dataset
Level of theory: ωB97M-V with the def2-TZVPD basis set

Geometry as ORCA input:
```
! wB97M-V def2-TZVPD RIJCOSX def2/J DEFGRID3
* xyz 0 1
C -0.4430 -0.1446 -1.8780
C 0.8946 1.4594 -0.5467
C 0.2714 1.0566 -1.7644
C -0.6597 -0.8623 -0.7096
C 0.6512 0.7124 0.6388
C -0.0807 -0.3725 0.4266
C 0.4125 1.9864 -2.9544
C -1.5689 -1.9838 -0.6169
C 1.4411 1.0287 1.9817
Si -0.4801 -1.8690 2.8583
Cl -1.6940 -0.5534 3.9525
Cl 1.1171 -2.2037 4.0942
H -0.9040 -0.4868 -2.8867
H 1.4123 2.3360 -0.5910
H -0.4975 2.2622 -3.3858
H 0.8518 2.8451 -2.6022
H 1.0033 1.6030 -3.7845
H -1.7271 -2.4194 -1.5509
H -1.3398 -2.7065 0.1005
H -2.5030 -1.5848 -0.4221
H 1.1432 1.9873 2.2536
H 1.0670 0.3000 2.6078
H 2.5357 0.8345 1.8266
H -0.9034 -3.2247 2.9526
*
```

energy relative to the best compared isomer or geometry (same formula, charge and spin) = 445.7 kJ/mol
electronic energy = -1559.979499 Eh
highest occupied orbital energy = -8.71 eV



2.
Formula: C20H18N5O4OsS
Source: the OMol25 dataset
Level of theory: ωB97M-V with the def2-TZVPD basis set

Geometry as ORCA input:
```
! wB97M-V def2-TZVPD RIJCOSX def2/J DEFGRID3
* xyz 1 5
Os -1.6787 0.1709 -0.8101
C 1.4493 -5.0117 2.4453
C 1.1441 -3.6958 1.7871
C 1.4547 -2.4861 2.4119
C 1.1135 -1.2834 1.8335
C 0.4690 -1.2357 0.5955
N 0.0876 -0.0089 0.0347
C 0.9538 1.0929 0.0748
C 2.3130 0.9416 -0.2072
C 3.1640 2.0248 -0.2079
C 2.6870 3.3117 0.0503
C 3.5959 4.5064 -0.0169
C 1.3368 3.4643 0.3305
C 0.4767 2.3759 0.3661
N -0.8777 2.6058 0.7582
C -1.3540 3.6117 1.5139
C -2.7291 3.5777 1.4739
C -3.0480 2.5162 0.6352
N -1.9236 1.9304 0.2114
C 0.1854 -2.4445 -0.0504
C 0.5048 -3.6509 0.5567
N -0.3849 -2.4849 -1.3596
C -0.2647 -3.4612 -2.2773
C -1.1355 -3.2018 -3.3108
C -1.7993 -2.0351 -2.9503
N -1.3358 -1.6050 -1.7727
H 2.3047 -4.9273 3.1130
H 1.6601 -5.7867 1.7100
H 0.5971 -5.3439 3.0413
H 1.9495 -2.4930 3.3745
H 1.3355 -0.3503 2.3354
H 2.6858 -0.0497 -0.4315
H 4.2123 1.8787 -0.4339
H 4.6238 4.2309 0.2118
H 3.2843 5.2849 0.6777
H 3.5849 4.9348 -1.0210
H 0.9463 4.4576 0.5113
H -0.6855 4.2713 2.0394
H -3.4120 4.2337 1.9823
H -4.0079 2.1418 0.3103
H 0.2369 -4.5795 0.0693
H 0.4404 -4.2627 -2.1409
H -1.2744 -3.7795 -4.2065
H -2.5771 -1.4838 -3.4588
O -5.0684 1.4795 -1.6248
S -4.1799 0.4321 -2.0169
O -4.5928 -0.4811 -3.0348
O -3.6989 -0.3535 -0.7443
O -2.7694 1.0200 -2.3789
*
```

energy relative to the best compared isomer or geometry (same formula, charge and spin) = 0.0 kJ/mol
expectation value of S² = 6.025
electronic energy = -1836.267429 Eh
highest occupied orbital energy (alpha / beta) = -11.29 / -11.68 eV